Here is a 9-piece molecular cluster, C47H126N20O9P6 overall at a distorted geometry from the Open Molecules 2025 dataset. Energies are from ωB97M-V with the def2-TZVPD basis set.

Cartesian coordinates (Å):
C  -6.176  2.396  0.518
C  -7.484  1.622  0.409
O  -7.679  1.099  1.651
C  -6.544  1.165  2.378
O  -6.456  0.665  3.465
O  -5.636  1.937  1.791
H  -6.247  3.484  0.535
H  -5.536  2.145  -0.328
H  -7.346  0.829  -0.327
H  -8.221  2.378  0.142
C  -2.864  5.230  5.588
C  -3.726  4.078  6.039
C  -5.055  3.700  5.315
C  -5.545  4.710  4.403
N  -5.964  5.513  3.638
H  -3.261  5.796  4.745
H  -1.841  4.916  5.380
H  -2.622  5.948  6.371
H  -3.982  4.141  7.096
H  -3.078  3.201  6.048
H  -5.785  3.555  6.111
H  -4.856  2.833  4.685
C  -1.408  -0.828  5.602
C  -2.450  -1.633  6.507
C  -2.066  -1.443  7.973
C  -1.824  -0.052  8.398
N  -1.598  1.009  8.714
H  -1.118  0.065  6.156
H  -1.876  -0.759  4.620
H  -0.638  -1.572  5.397
H  -2.490  -2.711  6.351
H  -3.491  -1.364  6.330
H  -1.204  -2.043  8.267
H  -2.831  -1.719  8.699
O  3.184  -4.964  -3.797
P  4.129  -3.859  -4.096
N  4.335  -3.594  -5.790
C  5.403  -2.800  -6.459
C  3.253  -4.083  -6.647
N  5.693  -4.072  -3.326
C  5.787  -4.056  -1.922
C  6.933  -4.356  -4.102
N  3.685  -2.270  -3.495
C  2.696  -2.094  -2.440
C  4.581  -1.099  -3.583
H  5.000  -1.927  -6.972
H  5.799  -3.414  -7.268
H  6.196  -2.470  -5.788
H  3.655  -4.374  -7.617
H  2.442  -3.380  -6.838
H  2.803  -4.986  -6.233
H  5.068  -3.398  -1.432
H  5.539  -5.009  -1.455
H  6.851  -3.899  -1.744
H  7.414  -3.450  -4.469
H  7.744  -4.704  -3.463
H  6.779  -5.004  -4.965
H  1.902  -1.466  -2.845
H  2.318  -3.051  -2.081
H  3.245  -1.719  -1.576
H  5.623  -1.408  -3.497
H  4.250  -0.513  -2.725
H  4.470  -0.513  -4.495
O  6.128  6.220  -2.046
P  4.788  5.733  -1.692
N  3.645  5.798  -2.987
C  2.236  6.203  -2.874
C  4.035  5.639  -4.315
N  4.155  6.620  -0.386
C  3.246  6.090  0.575
C  4.651  7.952  -0.164
N  4.670  4.156  -1.043
C  5.609  3.741  -0.056
C  3.738  3.152  -1.621
H  2.434  7.156  -2.383
H  1.707  5.516  -2.213
H  1.709  6.515  -3.776
H  4.981  5.124  -4.479
H  4.085  6.608  -4.813
H  3.310  5.134  -4.953
H  3.712  5.743  1.497
H  2.531  6.863  0.857
H  2.666  5.301  0.096
H  5.133  8.517  -0.961
H  3.849  8.515  0.314
H  5.480  7.849  0.537
H  5.911  4.582  0.568
H  5.213  3.015  0.654
H  6.455  3.440  -0.674
H  2.795  3.675  -1.781
H  3.647  2.374  -0.863
H  4.046  2.666  -2.547
O  -1.223  1.571  -7.877
P  -1.105  1.829  -6.399
N  -0.112  0.793  -5.482
C  1.118  1.278  -4.821
C  -0.319  -0.633  -5.471
N  -2.532  1.864  -5.549
C  -2.701  1.853  -4.133
C  -3.673  2.386  -6.332
N  -0.373  3.341  -6.116
C  0.151  4.262  -7.200
C  -0.489  4.119  -4.858
H  1.511  2.133  -5.371
H  2.014  0.663  -4.728
H  0.862  1.674  -3.839
H  -0.888  -1.004  -6.324
H  -0.836  -0.918  -4.554
H  0.604  -1.146  -5.742
H  -3.767  1.645  -4.045
H  -2.048  1.057  -3.776
H  -2.499  2.785  -3.605
H  -3.414  2.489  -7.386
H  -4.434  1.613  -6.221
H  -3.948  3.379  -5.977
H  0.884  4.945  -6.771
H  0.699  3.673  -7.935
H  -0.533  4.804  -7.854
H  -1.509  4.414  -4.612
H  0.148  4.995  -4.734
H  -0.135  3.445  -4.078
O  0.103  2.794  -0.878
P  -0.235  2.283  0.537
N  1.129  1.536  1.172
C  1.364  0.152  0.813
C  2.273  2.314  1.799
N  -1.539  1.139  0.774
C  -2.747  1.091  -0.163
C  -1.577  0.149  1.958
N  -0.667  3.543  1.648
C  -1.235  4.820  1.033
C  -0.692  3.571  3.069
H  0.708  -0.328  0.087
H  1.442  -0.620  1.578
H  2.374  0.068  0.413
H  2.806  2.905  1.054
H  2.956  1.585  2.237
H  1.879  2.935  2.602
H  -2.535  1.784  -0.978
H  -2.727  0.125  -0.668
H  -3.700  1.499  0.175
H  -2.627  -0.131  2.040
H  -0.820  -0.631  1.870
H  -1.457  0.833  2.799
H  -2.244  4.560  0.714
H  -1.490  5.513  1.835
H  -0.662  5.238  0.205
H  -1.660  3.213  3.420
H  -0.380  4.542  3.453
H  0.013  2.891  3.547
O  -0.041  -3.019  3.565
P  1.077  -3.900  3.891
N  0.618  -5.394  4.621
C  -0.223  -6.454  3.944
C  0.950  -5.754  6.020
N  2.212  -3.114  4.964
C  3.402  -3.749  5.447
C  2.287  -1.674  4.891
N  2.000  -4.292  2.547
C  2.845  -5.459  2.445
C  1.778  -3.548  1.255
H  0.044  -6.407  2.888
H  -1.300  -6.353  4.078
H  0.200  -7.413  4.245
H  1.992  -6.069  6.081
H  0.282  -6.526  6.401
H  0.698  -4.884  6.626
H  4.246  -3.419  4.840
H  3.436  -3.528  6.514
H  3.352  -4.819  5.248
H  1.351  -1.200  4.596
H  2.658  -1.338  5.859
H  2.995  -1.378  4.117
H  2.210  -6.344  2.411
H  3.518  -5.441  1.588
H  3.560  -5.499  3.267
H  0.930  -3.879  0.656
H  2.702  -3.527  0.677
H  1.436  -2.513  1.263
O  -5.903  -5.308  1.776
P  -4.893  -4.591  0.887
N  -3.334  -4.656  1.596
C  -2.079  -4.576  0.918
C  -3.274  -5.099  2.998
N  -5.222  -2.966  0.628
C  -4.859  -1.977  1.694
C  -6.132  -2.416  -0.442
N  -4.581  -5.212  -0.683
C  -5.210  -6.420  -1.126
C  -4.015  -4.424  -1.731
H  -1.271  -4.624  1.648
H  -2.071  -3.836  0.117
H  -1.845  -5.450  0.310
H  -2.345  -4.900  3.533
H  -3.310  -6.188  2.959
H  -4.154  -4.791  3.562
H  -5.027  -0.920  1.489
H  -5.236  -2.336  2.651
H  -3.770  -1.973  1.748
H  -7.035  -3.026  -0.485
H  -6.143  -1.337  -0.285
H  -5.677  -2.580  -1.418
H  -4.671  -6.833  -1.978
H  -5.303  -7.120  -0.296
H  -6.202  -6.071  -1.415
H  -4.743  -4.170  -2.502
H  -3.060  -4.848  -2.040
H  -3.795  -3.400  -1.429

- Spin multiplicity: 2
- Frontier orbital gap (alpha / beta): 1.396 / 7.981 eV
- Net charge: -1
- HOMO (alpha / beta): 0.27 / -6.36 eV